Run 1
{
  "formula": "C7H8N2O3",
  "method": "ωB97M-V/def2-TZVPD",
  "homo_ev": -7.209,
  "charge": 0,
  "symbols": ["C", "O", "N", "C", "N", "C", "O", "C", "C", "C", "O", "C", "H", "H", "H", "H", "H", "H", "H", "H"],
  "xyz": [[1.7892, 1.7960, -0.7474], [1.2616, 1.8785, 0.5379], [0.4717, 0.7257, 0.8578], [0.9733, -0.5434, 0.5408], [2.3140, -0.8741, 0.8433], [-0.0418, -1.4001, 0.1350], [-0.0315, -2.7288, -0.2620], [-1.2260, -0.6229, -0.0512], [-2.5828, -0.7180, -0.2994], [-3.0267, 0.6086, -0.2166], [-1.9888, 1.4767, 0.1749], [-0.9594, 0.6769, 0.3180], [2.1609, 2.8536, -0.8738], [0.9810, 1.5087, -1.4164], [2.4879, 1.0833, -0.7496], [2.7733, -0.5213, 1.5728], [2.6761, -1.8404, 0.6334], [-0.9187, -2.9408, 0.0869], [-3.1421, -1.5415, -0.7038], [-3.9711, 1.1232, -0.3805]]
}


Run 2
{
  "formula": "C7H8N2O3",
  "method": "ωB97M-V/def2-TZVPD",
  "homo_ev": -8.055,
  "charge": 0,
  "symbols": ["N", "C", "O", "C", "C", "O", "C", "C", "C", "N", "C", "O", "H", "H", "H", "H", "H", "H", "H", "H"],
  "xyz": [[2.1355, -2.0087, -0.3046], [2.0705, -0.5899, -0.0957], [3.1267, -0.0213, 0.0157], [0.7542, 0.1088, 0.1446], [0.7889, 1.4631, 0.1032], [1.9904, 2.1374, 0.0111], [-0.4447, 2.2259, 0.0045], [-1.5940, 1.3966, -0.0725], [-1.6172, 0.0302, -0.1476], [-2.7467, -0.7001, -0.1956], [-0.4209, -0.6002, 0.1198], [-0.3892, -1.9064, 0.5601], [3.0168, -2.2272, -0.6182], [1.3322, -2.5529, -0.5665], [2.4399, 2.0349, 0.8089], [-0.3881, 3.3106, -0.0632], [-2.5667, 1.9304, 0.0657], [-2.6287, -1.6902, -0.2653], [-3.5965, -0.3283, -0.5766], [-1.2625, -2.0129, 1.0722]]
}


Run 3
{
  "formula": "C7H8N2O3",
  "method": "ωB97M-V/def2-TZVPD",
  "homo_ev": -9.458,
  "charge": 0,
  "symbols": ["C", "O", "C", "O", "C", "C", "N", "C", "O", "C", "C", "N", "H", "H", "H", "H", "H", "H", "H", "H"],
  "xyz": [[-1.5844, 3.4897, -1.9921], [-0.5996, 2.6033, -1.3906], [-1.0039, 1.3654, -1.3218], [-2.0242, 1.0419, -1.9791], [-0.2627, 0.4548, -0.4205], [-0.6891, -0.8313, -0.2298], [0.0120, -1.6137, 0.5319], [1.1785, -1.2714, 1.1613], [1.9047, -2.1236, 1.8623], [1.2508, -3.2912, 2.2852], [1.6926, -0.0457, 0.7688], [0.9883, 0.8784, 0.1103], [-1.6926, 3.0739, -3.0002], [-1.0930, 4.5229, -2.1811], [-2.4785, 3.6192, -1.4431], [-1.5661, -1.2726, -0.8325], [0.2408, -3.1158, 2.5626], [1.1973, -3.9143, 1.4047], [1.8240, -3.8546, 3.0348], [2.7051, 0.2847, 1.0691]]
}


Quick one: least stable of them? run 1